[1]
91
Properties=species:S:1:pos:R:3:forces:R:3 method="wB97M-V/def2-TZVPD" de_lowest_ev=0.101 orbital_gap_ev="6.008 / 6.025" mol_weight_g_mol=846.10 lumo_energy_ev="-4.02 / -4.01" e_tot_ev=-141756.2806 charge=+1
Mo -0.222727 0.248490 1.118882 -1.4 -0.1 0.0
Cl 3.619523 -4.472876 5.213376 0.0 0.0 0.0
C 2.951744 -3.340915 4.094399 0.0 0.0 0.0
C 3.624878 -3.091396 2.886925 0.0 0.0 -0.1
C 3.113128 -2.214633 1.962485 0.0 0.0 0.1
C 1.904277 -1.556802 2.222021 -0.1 -0.1 -0.1
O 1.406758 -0.735528 1.312375 0.2 0.3 0.0
C 1.233880 -1.792223 3.440571 0.0 0.0 0.0
C 0.031013 -1.110943 3.772780 0.0 0.0 0.0
O -0.503180 -0.238044 3.053915 0.1 0.0 0.0
C 1.779732 -2.696654 4.377433 0.0 0.0 0.0
H 4.554977 -3.607451 2.689702 0.0 0.0 0.0
H 3.620512 -2.027952 1.026347 0.0 0.0 0.0
H -0.451069 -1.326380 4.728135 0.0 0.0 0.0
H 1.269208 -2.877201 5.314679 0.0 0.0 0.0
C -3.611278 -5.199287 -2.698865 0.1 0.0 0.0
O -2.900552 -4.844682 -3.877666 0.0 0.0 -0.1
C -2.821604 -3.537802 -4.198215 0.0 0.0 0.1
C -3.254597 -2.502923 -3.368422 0.0 0.0 0.0
C -3.114470 -1.186789 -3.774484 -0.1 0.0 0.0
C -2.567026 -0.885077 -5.020468 0.4 0.1 0.0
C -2.162028 -1.930938 -5.852714 0.1 0.0 0.1
C -2.260381 -3.241882 -5.442039 0.0 0.0 0.0
N -2.487979 0.407478 -5.634165 -1.0 -0.1 0.1
N -2.537385 1.477581 -5.004494 1.2 0.3 -0.3
C -2.198911 1.559802 -3.635108 -0.4 -0.2 0.3
C -2.993229 2.326085 -2.814173 -0.1 -0.2 0.0
C -2.864010 2.280176 -1.411254 0.0 -0.1 0.0
C -1.876664 1.501216 -0.873942 0.2 0.1 -0.1
O -1.643531 1.310801 0.440274 0.4 0.0 0.0
C -0.901778 0.913742 -1.712927 -0.1 0.0 0.0
N 0.171638 0.372399 -1.062830 0.0 -0.2 0.2
C 1.124597 -0.177944 -1.779625 0.1 0.1 0.0
C 1.094394 -0.184846 -3.186173 0.0 0.0 0.0
C 0.024535 0.354222 -3.846032 0.0 -0.1 0.0
C -1.035684 0.920486 -3.100701 0.1 0.2 -0.1
H -3.688571 -6.282015 -2.710560 0.0 0.0 0.0
H -4.611647 -4.762014 -2.699504 0.0 0.0 0.0
H -3.069108 -4.882012 -1.804223 0.0 0.0 0.0
H -3.680281 -2.707947 -2.397055 0.0 0.0 0.0
H -3.464653 -0.411211 -3.107359 0.0 0.0 0.0
H -1.758435 -1.686506 -6.826866 -0.1 0.0 0.0
H -1.929855 -4.057505 -6.070587 0.0 0.0 0.0
H -3.793374 2.896183 -3.267044 -0.1 -0.1 0.0
H -3.559264 2.809535 -0.774398 0.0 0.0 0.0
H 1.949124 -0.621069 -1.235250 0.0 0.0 0.0
H 1.918737 -0.631647 -3.722513 0.0 0.0 0.0
H -0.008186 0.361035 -4.927194 0.0 0.0 0.0
C -0.907177 4.797968 3.242864 0.0 0.0 0.1
C -0.695955 3.283628 3.312709 0.0 0.0 0.0
C -2.064140 2.598749 3.253266 0.0 0.0 0.0
P 0.545720 2.609894 2.087472 0.3 -0.1 -0.1
C 0.936844 3.975023 0.889708 0.0 -0.1 0.0
C 1.981835 4.997390 1.344217 0.0 0.0 0.0
C 1.349877 3.399974 -0.467069 0.0 0.0 0.0
C 2.025717 2.259779 3.151350 0.0 0.0 0.0
C 3.213232 1.751380 2.326900 0.0 0.0 0.0
C 2.485573 3.353140 4.121732 0.0 0.0 0.1
H -1.508345 5.107273 4.099147 0.0 0.0 0.0
H -1.460270 5.076762 2.344723 0.0 0.0 0.0
H 0.016016 5.371906 3.270195 0.0 0.0 0.0
H -0.246124 3.050038 4.282159 0.0 0.0 0.0
H -2.544764 2.757523 2.288599 0.0 0.0 0.0
H -2.706438 3.035432 4.019930 0.0 0.0 0.0
H -2.014597 1.528028 3.437325 0.0 0.0 0.0
H -0.019605 4.489588 0.761149 0.0 0.0 0.0
H 2.985495 4.575142 1.287290 0.0 0.0 0.0
H 1.828447 5.365882 2.354479 0.0 0.0 0.0
H 1.951908 5.856240 0.671904 0.0 0.0 0.0
H 2.191335 2.710076 -0.371086 0.0 0.0 0.0
H 1.660096 4.211498 -1.127900 0.0 0.0 0.0
H 0.530627 2.873763 -0.950727 0.0 0.0 0.0
H 1.648279 1.422741 3.754927 0.0 0.0 0.0
H 3.743712 2.584548 1.864988 0.0 0.0 0.0
H 2.916024 1.065414 1.534761 0.0 0.0 0.0
H 3.922563 1.232034 2.974036 0.0 0.0 0.0
H 3.140987 4.066443 3.627108 0.0 0.0 0.0
H 3.054273 2.898083 4.934536 0.0 0.0 0.0
H 1.662576 3.905319 4.575758 0.0 0.0 0.0
Se -1.540028 -1.867068 0.508363 0.2 0.1 0.3
C -0.278969 -2.970550 -0.425177 0.0 0.0 -0.2
C -0.206852 -2.960080 -1.815190 0.0 0.0 0.0
C 0.704746 -3.770083 -2.478971 0.0 0.0 0.0
C 1.553847 -4.599243 -1.760505 0.0 0.0 0.0
C 1.467101 -4.634041 -0.374633 0.0 0.0 0.0
C 0.552159 -3.830264 0.289458 0.0 0.0 0.0
H -0.878297 -2.327462 -2.379886 0.0 0.0 0.0
H 0.738225 -3.761165 -3.561769 0.0 0.0 0.0
H 2.268265 -5.226921 -2.276648 0.0 0.0 0.0
H 2.107515 -5.298076 0.192469 0.0 0.0 0.0
H 0.467376 -3.881810 1.368586 0.0 0.0 0.0

***

[2]
124
Properties=species:S:1:pos:R:3:forces:R:3 method="wB97M-V/def2-TZVPD" orbital_gap_ev=6.637 mol_weight_g_mol=821.14 lumo_energy_ev=-4.12 e_tot_ev=-68666.1113 charge=+1
C -3.491876 1.365110 2.231200 0.1 -0.1 -0.4
C -3.090589 2.081829 3.497105 0.7 0.3 -0.6
C -2.236302 3.311175 3.199496 0.0 0.2 -0.2
C -4.382366 2.548784 4.184187 0.1 -0.3 0.5
C -2.282316 1.107640 4.364212 0.0 0.1 0.6
C -1.990039 1.499241 5.680905 -0.6 -0.6 0.0
C -2.028682 0.553151 6.705235 0.6 -0.3 0.2
C -2.429706 -0.747461 6.403078 -0.6 1.1 0.0
C -2.750026 -1.105664 5.076440 0.4 -0.2 0.2
C -3.840166 -2.178016 4.893507 0.7 -0.5 0.1
C -3.258353 -3.524239 5.331758 0.0 -0.4 -0.1
C -4.382667 -2.212692 3.462241 0.0 0.0 0.0
C -5.023533 -1.831509 5.821899 0.0 0.4 0.1
C -2.199434 -0.289483 4.055187 -1.1 1.0 1.2
N -1.468325 -0.847136 2.899113 1.2 -0.7 -1.3
C -0.246382 -0.275420 2.457605 0.4 -1.7 0.1
C 0.096149 0.741654 1.348097 3.2 -1.2 3.2
C 1.304044 1.570935 1.931400 0.1 -0.3 0.2
C 2.498432 1.515173 1.178383 -0.1 0.5 -0.1
C 3.689354 2.000148 1.674570 0.0 0.1 1.0
C 3.692202 2.460399 3.009909 -1.6 -0.6 -0.5
N 4.911052 2.387547 3.751130 3.0 0.6 1.6
O 4.879413 2.609236 4.987300 -0.1 -0.4 -2.4
O 5.961190 2.049756 3.154159 -2.2 0.7 1.0
C 2.494151 2.663042 3.722094 0.8 -0.2 -0.4
C 1.300348 2.187767 3.192330 -0.2 0.1 -0.8
N 0.768600 -1.233727 2.678514 -1.1 -0.4 0.5
C 2.242584 -1.140480 2.922551 1.4 -0.3 -0.2
C 2.754938 -0.832115 4.228254 -0.2 0.5 0.6
C 1.991139 -0.997189 5.571290 0.0 0.7 -0.1
C 2.847431 -0.670124 6.809158 0.2 0.0 0.0
C 1.501549 -2.427255 5.785837 0.1 -0.4 -0.3
C 0.832803 -0.036012 5.565788 -0.6 0.3 0.2
C 4.089791 -0.408589 4.354776 0.2 -0.6 -0.1
C 5.039748 -0.752055 3.401265 -0.3 0.0 -0.2
C 4.588829 -1.431965 2.289310 0.0 0.1 0.1
C 3.224113 -1.533554 1.966975 0.1 -0.4 -0.2
C 3.034322 -2.226737 0.598985 0.0 0.1 0.1
C 4.032349 -1.663598 -0.439694 0.1 0.0 -0.2
C 1.656011 -2.060038 0.035055 -0.4 0.1 -0.4
C 3.249129 -3.732962 0.785360 0.2 -0.2 0.2
C 0.122901 -2.462253 2.897145 -0.1 0.8 0.1
C -1.195735 -2.246416 2.963108 0.1 0.2 0.4
H -3.777425 2.082592 1.456720 0.0 -0.2 0.2
H -2.645150 0.774384 1.870437 -0.5 0.4 -0.1
H -4.330995 0.670569 2.380303 0.2 0.2 0.1
H -1.254125 2.997806 2.824412 -0.2 0.2 0.0
H -2.719967 3.941311 2.440152 0.1 0.0 0.2
H -2.100742 3.899982 4.117619 0.1 -0.1 -0.3
H -4.165692 3.046307 5.132412 -0.1 0.0 -0.1
H -4.909721 3.255987 3.530608 0.2 -0.2 0.1
H -5.048823 1.697844 4.384563 0.1 0.2 0.0
H -1.806813 2.549142 5.912850 -0.5 -0.2 -0.1
H -1.816157 0.838183 7.739937 0.1 -0.1 -0.4
H -2.594060 -1.464171 7.211948 -0.2 0.3 -0.3
H -3.081806 -3.536434 6.414087 -0.1 -0.1 -0.2
H -3.938857 -4.343344 5.072939 0.1 0.1 0.2
H -2.295209 -3.709666 4.847141 -0.2 -0.2 0.2
H -4.985131 -1.318835 3.260116 0.0 -0.2 0.0
H -3.592020 -2.241214 2.714577 -0.3 0.0 -0.1
H -5.003337 -3.108600 3.340102 0.0 0.3 -0.1
H -5.391535 -0.817884 5.611095 0.1 -0.2 0.0
H -5.856222 -2.529147 5.665964 0.2 0.0 -0.1
H -4.744458 -1.864122 6.882793 -0.1 -0.1 -0.3
H 0.726943 -0.017379 0.828998 -0.4 0.6 0.5
H 2.495405 1.141283 0.147111 -0.1 -0.1 0.7
H 4.621445 1.971317 1.110762 -0.3 -0.2 0.2
H 2.548178 3.133713 4.696856 0.0 -0.3 0.0
H 0.370619 2.284904 3.761682 0.4 -0.1 -0.2
H 3.186724 0.370423 6.816440 0.0 -0.1 0.0
H 2.245711 -0.816321 7.716070 0.0 0.0 -0.3
H 3.716208 -1.335289 6.887364 -0.1 0.2 0.0
H 0.763207 -2.731853 5.044618 0.1 0.0 0.2
H 2.344094 -3.130747 5.742260 -0.2 0.1 0.1
H 1.028249 -2.510350 6.771894 0.1 0.0 -0.2
H 0.155802 -0.231084 4.728643 0.1 0.1 0.5
H 0.251276 -0.129549 6.485245 0.2 0.0 -0.1
H 1.186990 0.997993 5.476385 -0.1 -0.2 0.1
H 4.446897 0.094901 5.254945 -0.3 -0.5 -0.2
H 6.102847 -0.546305 3.538758 -0.4 0.0 0.1
H 5.331252 -1.879576 1.631495 -0.3 0.3 0.0
H 5.031936 -2.101726 -0.329074 -0.2 0.2 -0.1
H 3.693500 -1.883332 -1.460795 0.0 -0.1 0.2
H 4.126940 -0.571092 -0.359247 0.0 -0.3 0.0
H 0.877625 -2.391419 0.715143 0.0 -0.1 -0.2
H 1.458356 -1.015298 -0.232226 0.3 -0.5 -0.1
H 1.537683 -2.656796 -0.877051 0.2 0.2 0.2
H 2.514480 -4.134106 1.497465 0.2 0.0 -0.1
H 3.107039 -4.252895 -0.170173 0.1 0.1 0.1
H 4.252290 -3.968462 1.161356 -0.2 0.1 0.0
H 0.677933 -3.385141 3.008022 -0.1 0.3 -0.1
H -1.963215 -2.984138 3.095977 0.0 0.2 0.2
C -0.567241 1.272174 0.146955 -2.0 2.0 -3.9
C -2.040503 1.655690 -0.267634 -0.7 0.0 -0.4
C -3.073889 0.707736 -0.516118 0.1 0.4 -0.3
C -4.189499 1.041278 -1.294173 0.2 -0.2 0.5
C -4.372749 2.340367 -1.781143 0.1 0.2 -0.1
C -3.396277 3.287856 -1.516597 -0.4 -0.3 0.2
C -2.269241 2.931805 -0.784365 0.3 0.2 0.1
C 0.294170 2.505871 -0.280232 0.1 -0.3 0.0
C 1.048991 2.227041 -1.428820 -0.3 0.3 0.5
C 1.962120 3.175407 -1.893727 -0.3 0.0 0.0
C 2.072785 4.390091 -1.208870 0.1 0.0 -0.2
C 1.280768 4.680260 -0.088936 0.0 -0.4 0.2
C 0.390366 3.725523 0.397368 0.1 -0.2 -0.4
C 0.729789 0.861195 -1.892956 -0.4 0.0 0.2
C -0.257981 0.320390 -1.056609 0.6 0.0 0.5
C -0.752508 -0.960649 -1.245712 0.1 0.5 -0.5
C -0.334035 -1.656073 -2.385183 0.1 -0.1 0.5
C 0.731978 -1.177818 -3.155044 -0.5 0.0 -0.3
C 1.253923 0.094457 -2.929137 -0.1 0.1 0.0
H -3.021151 -0.300016 -0.089592 0.0 0.4 -0.3
H -4.935562 0.272851 -1.516431 0.2 0.3 0.2
H -5.256998 2.617767 -2.355589 0.2 -0.2 0.1
H -3.457869 4.316107 -1.869673 -0.2 -0.3 0.0
H -1.532040 3.719061 -0.688238 -0.2 -0.3 0.1
H 2.528734 2.948151 -2.798353 0.0 0.3 0.3
H 2.779308 5.145644 -1.553942 -0.2 -0.2 0.0
H 1.373527 5.631027 0.436828 0.0 -0.2 -0.3
H -0.253507 3.928111 1.259877 0.4 0.0 -0.3
H -1.415791 -1.386910 -0.495125 0.0 -0.1 -0.5
H -0.827669 -2.595288 -2.628043 0.4 0.0 0.1
H 1.121379 -1.804786 -3.959003 -0.2 0.3 0.1
H 2.003519 0.529107 -3.582668 0.1 -0.2 0.1

***

[3]
10
Properties=species:S:1:pos:R:3:forces:R:3 method="wB97M-V/def2-TZVPD" smiles="CN[SH](=O)=O" de_lowest_ev=2.652 orbital_gap_ev=10.998 mol_weight_g_mol=95.12 lumo_energy_ev=0.57 e_tot_ev=-17536.2912 charge=0
C 1.265091 -0.083418 0.005708 1.1 -0.9 -4.9
N 0.016271 0.682317 -0.153261 0.9 -1.1 -0.4
O -2.417087 0.900666 0.005407 -0.2 -1.5 -0.1
O -1.438742 -1.481472 -0.410488 -0.6 2.2 1.3
S -1.436109 -0.142395 0.189065 2.2 0.7 0.3
H 2.088781 0.517755 -0.471141 -0.7 0.0 1.1
H 1.422962 -0.247905 0.997489 0.8 -0.8 2.6
H 1.464744 -1.052698 -0.702278 -1.3 1.7 2.0
H 0.143730 1.081613 -1.081846 -1.4 0.2 0.1
H -1.109637 -0.174467 1.621342 -0.7 -0.5 -2.0

***

[4]
22
Properties=species:S:1:pos:R:3:forces:R:3 method="wB97M-V/def2-TZVPD" smiles=Cc1cc(N)c2ccccc2n1 de_lowest_ev=0.918 orbital_gap_ev=8.598 mol_weight_g_mol=158.20 lumo_energy_ev=0.54 e_tot_ev=-13512.1773 charge=0
C -2.360776 1.677007 1.918570 0.3 1.5 0.0
C -1.394147 0.829936 1.092266 0.3 1.6 -0.9
C -1.106130 -0.488126 1.491168 1.7 -1.0 -1.3
C -0.097770 -1.209030 0.838514 1.5 0.1 -2.0
C 0.569602 -0.628254 -0.345301 -1.1 0.9 0.5
C 1.579080 -1.203588 -1.194984 -1.0 0.8 0.7
C 2.053204 -0.489549 -2.280348 1.8 -2.5 -0.4
C 1.650494 0.799474 -2.532986 -0.5 0.7 0.1
C 0.769978 1.390784 -1.695838 -2.1 0.5 -0.4
C 0.088304 0.661120 -0.674304 0.9 2.0 0.4
H -2.043553 1.818735 3.027072 -0.3 -0.2 -2.0
H -3.364916 1.224057 1.942356 0.3 0.2 -0.1
H -2.414153 2.700440 1.356552 0.0 -1.8 1.4
H -1.635957 -0.989397 2.264865 -0.4 0.0 0.8
H -0.154881 -2.813975 1.962213 0.7 -0.7 0.0
H 1.320318 -2.827650 0.929880 -2.2 0.9 0.6
H 1.903006 -2.195611 -0.937518 0.3 -0.3 -0.4
H 2.830806 -0.939946 -2.978448 -1.2 0.4 1.1
H 1.950157 1.336245 -3.403100 0.6 0.2 -0.4
H 0.354377 2.382764 -1.950599 0.4 -0.5 0.4
N 0.332733 -2.493218 1.137626 0.1 0.1 0.5
N -0.829777 1.457781 0.032344 -0.2 -2.7 1.4